1.
{
  "formula": "C41H42CeF9N7O5PS4Se",
  "method": "wB97M-V/def2-TZVPD",
  "species": ["Ce", "O", "C", "C", "C", "C", "C", "C", "C", "N", "N", "C", "O", "C", "C", "C", "C", "C", "C", "H", "H", "H", "H", "H", "H", "H", "H", "H", "H", "O", "C", "S", "C", "C", "S", "S", "S", "F", "C", "F", "F", "C", "O", "C", "F", "F", "F", "C", "F", "F", "F", "O", "P", "N", "C", "C", "C", "C", "N", "C", "C", "C", "C", "N", "C", "C", "C", "C", "H", "H", "H", "H", "H", "H", "H", "H", "H", "H", "H", "H", "H", "H", "H", "H", "H", "H", "H", "H", "H", "H", "H", "H", "C", "N", "C", "Se", "N", "C", "C", "C", "C", "C", "C", "H", "H", "H", "H", "H", "H", "H", "H"],
  "coordinates": [[0.68602, 0.67668, 0.97787], [1.93328, 1.79113, 2.16717], [2.01436, 2.94639, 2.84250], [3.21402, 3.64598, 2.97081], [3.30008, 4.85527, 3.57673], [2.13293, 5.39845, 4.19595], [0.98709, 4.70364, 4.16111], [0.87829, 3.47743, 3.39155], [-0.43355, 2.77101, 3.50738], [-0.78931, 1.74785, 2.86346], [-1.90387, 1.07709, 3.29128], [-1.88139, -0.16462, 2.77906], [-0.95623, -0.58368, 1.96646], [-2.99326, -1.14626, 3.22932], [-2.57834, -2.48567, 3.37589], [-3.50142, -3.44072, 3.68714], [-4.82036, -2.99627, 3.98274], [-5.20229, -1.68977, 3.85673], [-4.31188, -0.76061, 3.43050], [4.08630, 3.24071, 2.49511], [4.21519, 5.43286, 3.59127], [2.17015, 6.34390, 4.70651], [0.06962, 5.06135, 4.63974], [-1.06424, 3.08313, 4.36127], [-1.50922, -2.76453, 3.04677], [-3.31256, -4.50972, 3.69070], [-5.49643, -3.74761, 4.42603], [-6.21797, -1.38832, 4.01583], [-4.61100, 0.29879, 3.32110], [3.84033, 6.61404, -0.56338], [3.24262, 5.57635, -0.57916], [3.91747, 4.06009, -1.07749], [2.50456, 3.10354, -0.72970], [1.39539, 3.74071, -0.28596], [-0.21865, 3.13054, -0.12042], [1.55200, 5.47517, 0.04231], [2.45062, 1.42044, -1.16540], [1.80944, -3.35619, 3.00309], [2.89799, -2.94221, 2.24851], [2.70358, -3.33991, 0.97470], [3.97478, -3.58460, 2.69280], [3.06853, -1.40092, 2.28338], [2.07649, -0.92100, 1.49358], [2.98702, -0.83224, 3.80721], [3.83234, 0.26679, 3.99425], [1.78689, -0.43845, 4.14566], [3.45282, -1.79361, 4.64752], [4.44324, -0.91834, 1.67808], [4.35945, 0.39429, 1.38306], [5.47211, -0.96979, 2.54904], [4.68688, -1.61409, 0.59511], [-1.07467, -0.02152, -0.88503], [-2.31301, 0.18315, -1.67459], [-3.30188, 1.32881, -1.03111], [-4.56476, 1.78172, -1.68274], [-5.46545, 2.18089, -0.49475], [-4.41720, 2.60759, 0.53350], [-3.31921, 1.57289, 0.39033], [-1.86493, 0.54195, -3.21296], [-0.61332, 1.17766, -3.56435], [-1.05635, 2.17655, -4.59766], [-2.00867, 1.29658, -5.45163], [-2.76764, 0.45027, -4.41832], [-3.37138, -1.16153, -1.86495], [-4.17830, -1.48017, -0.67578], [-3.67239, -2.87381, -0.28579], [-3.38038, -3.57933, -1.65241], [-2.85707, -2.35947, -2.45787], [-5.00877, 1.01510, -2.34685], [-4.33308, 2.59019, -2.36925], [-5.93735, 1.24228, -0.19932], [-6.20434, 2.88632, -0.73754], [-4.91522, 2.76086, 1.49932], [-4.00732, 3.62629, 0.30847], [-3.63543, 0.68118, 1.00587], [-2.35904, 1.89665, 0.76863], [0.09915, 0.40748, -3.95573], [-0.15638, 1.58866, -2.69075], [-0.19265, 2.57202, -5.16408], [-1.65444, 2.97993, -4.08300], [-1.52879, 0.58034, -6.15834], [-2.76425, 1.83425, -6.07956], [-2.92564, -0.57307, -4.85432], [-3.75063, 0.87736, -4.25677], [-5.23348, -1.40488, -0.86681], [-4.01945, -0.81757, 0.18175], [-4.51911, -3.35435, 0.31513], [-2.74852, -2.84121, 0.29915], [-4.34240, -3.95969, -2.02380], [-2.57673, -4.28315, -1.62549], [-3.08830, -2.40603, -3.52121], [-1.75510, -2.29628, -2.36235], [2.76296, -1.51524, -3.90581], [3.32896, -2.49239, -3.01329], [2.66187, -3.50075, -2.49742], [0.85250, -3.66160, -2.53532], [3.55757, -4.27473, -1.74704], [4.82131, -3.66574, -1.80403], [6.05840, -4.07000, -1.28059], [7.13704, -3.23334, -1.59877], [6.98434, -2.11452, -2.41332], [5.76644, -1.76119, -2.94814], [4.69545, -2.51171, -2.61028], [3.62684, -1.15441, -4.50496], [2.25196, -0.67192, -3.33405], [2.05827, -1.97770, -4.61737], [3.15332, -4.72388, -0.92346], [6.18644, -4.92313, -0.59628], [8.12915, -3.40558, -1.18274], [7.78810, -1.41585, -2.57148], [5.62300, -0.89575, -3.53750]],
  "relative_energy_kj_mol": 111.0,
  "orbital_gap_ev": [6.00, 6.00],
  "max_force_ha_per_bohr": 0.0570,
  "homo_energy_ev": [-4.15, -4.15],
  "molar_mass_g_mol": 1262.13,
  "charge": -1
}

2.
{
  "formula": "C41H42FN5O7PtSTe",
  "method": "wB97M-V/def2-TZVPD",
  "species": ["Pt", "F", "C", "C", "C", "C", "O", "C", "C", "N", "C", "C", "C", "C", "C", "C", "N", "C", "C", "N", "C", "C", "C", "O", "O", "H", "H", "H", "H", "H", "H", "H", "H", "H", "H", "H", "H", "H", "H", "H", "H", "H", "H", "C", "O", "C", "C", "C", "C", "C", "C", "O", "C", "O", "C", "H", "H", "H", "H", "H", "H", "H", "H", "H", "Te", "C", "C", "C", "C", "S", "H", "H", "H", "C", "N", "N", "C", "O", "C", "C", "C", "C", "C", "C", "C", "C", "C", "H", "H", "H", "H", "H", "H", "H", "H", "H", "H", "H", "H"],
  "coordinates": [[-1.11420, 0.64742, 1.38070], [2.20363, 0.49708, -5.02774], [2.19862, -0.47916, -4.09457], [1.53435, -0.26353, -2.92236], [1.54879, -1.23663, -1.91703], [0.87292, -0.96800, -0.64354], [0.26437, 0.12450, -0.51957], [0.96023, -2.00285, 0.33158], [1.61739, -3.15683, 0.00974], [2.22357, -3.41214, -1.16493], [2.93519, -4.65835, -1.35376], [2.31845, -5.92181, -0.84129], [2.38107, -5.66909, -2.31879], [2.22820, -2.43792, -2.15035], [2.88868, -2.64526, -3.36861], [2.89918, -1.67041, -4.34998], [3.59855, -1.91800, -5.55460], [5.00663, -2.27844, -5.47460], [5.26472, -3.40923, -6.47624], [4.25908, -3.26445, -7.59599], [4.04914, -1.81655, -7.93240], [3.31657, -1.15053, -6.75879], [0.41875, -1.94847, 1.75183], [0.30341, -2.99804, 2.35739], [0.20695, -0.77388, 2.23220], [1.02472, 0.67560, -2.75332], [1.66248, -3.93787, 0.75684], [4.01139, -4.55313, -1.27843], [1.34615, -5.85846, -0.37516], [2.98584, -6.65148, -0.40808], [1.45008, -5.41410, -2.80655], [3.08201, -6.23920, -2.91252], [3.37865, -3.58920, -3.55274], [5.26036, -2.61466, -4.47347], [5.64721, -1.41540, -5.69343], [5.10866, -4.39636, -6.04511], [6.25563, -3.36278, -6.92445], [3.37052, -3.65411, -7.27597], [4.55605, -3.79403, -8.41545], [3.48764, -1.75178, -8.86134], [5.04356, -1.40433, -8.09638], [2.24077, -1.15245, -6.93540], [3.64600, -0.10849, -6.70760], [-2.99196, 0.95816, 8.06279], [-3.64055, -0.16588, 7.49038], [-3.51161, -0.37669, 6.17628], [-4.15096, -1.54353, 5.69854], [-4.07308, -1.84015, 4.37737], [-3.35793, -1.04459, 3.43427], [-3.30566, -1.48300, 2.07424], [-4.24239, -2.52844, 1.52457], [-2.49833, -1.06960, 1.19859], [-2.71451, 0.13519, 3.93955], [-2.06573, 1.01370, 3.23029], [-2.81835, 0.44180, 5.31486], [-3.20869, 0.91534, 9.12560], [-3.38522, 1.88843, 7.64664], [-1.91270, 0.90447, 7.90379], [-4.67585, -2.17605, 6.39818], [-4.54356, -2.75003, 4.04294], [-4.98809, -2.89762, 2.21549], [-3.65126, -3.36154, 1.14533], [-4.76458, -2.08150, 0.67687], [-2.31899, 1.33952, 5.64751], [-2.51241, 0.40156, -1.23197], [-2.02784, 2.04591, -2.33777], [-2.15287, 2.08680, -3.71390], [-1.69877, 3.29895, -4.27006], [-1.23792, 4.15937, -3.31226], [-1.37877, 3.52103, -1.74058], [-2.56207, 1.27596, -4.29926], [-1.72382, 3.53174, -5.32325], [-0.85353, 5.15543, -3.46303], [-1.07980, 5.85729, 3.71521], [-1.97005, 4.76974, 3.32007], [-1.51455, 3.84576, 2.38845], [-2.59510, 3.35592, 1.68759], [-2.51961, 2.41116, 0.85384], [-3.72458, 4.09504, 2.11630], [-3.29884, 4.95391, 3.08961], [-4.04626, 6.01545, 3.81126], [-0.29735, 3.15155, 2.61545], [0.13797, 2.90144, 3.91043], [1.32287, 2.21322, 4.10281], [2.06509, 1.75623, 3.01966], [1.62039, 1.99497, 1.73485], [0.42296, 2.68537, 1.51395], [-0.05271, 5.51441, 3.63574], [-1.27496, 6.11736, 4.75313], [-1.21947, 6.73139, 3.07717], [-4.73018, 3.95494, 1.76459], [-5.11571, 5.85009, 3.71051], [-3.81335, 6.99631, 3.39225], [-3.79470, 6.03037, 4.87092], [-0.46679, 3.21472, 4.74934], [1.65895, 2.00736, 5.10990], [2.98083, 1.20736, 3.18617], [2.17928, 1.63816, 0.88067], [0.15171, 3.00851, 0.51838]],
  "multiplicity": 5,
  "relative_energy_kj_mol": 46.3,
  "orbital_gap_ev": [6.54, 5.09],
  "s_squared": 6.0299,
  "max_force_ha_per_bohr": 0.0083,
  "homo_energy_ev": [-11.21, -11.23],
  "molar_mass_g_mol": 1090.56,
  "charge": 2
}